Model w:
The following is a quantum chemistry calculation of 16 unconnected molecules or ions with the total composition C92H79Br2N15O30, from the Open Molecules 2025 dataset.

Output
HOMO level: -9.4 eV
LUMO level: -1.23 eV
Frontier orbital gap: 8.20 eV

Atoms and positions in Å:
Br: 2.9161 -6.1041 1.0267
C: 2.3085 -5.3774 2.7696
C: 0.7631 -5.3008 2.8369
Br: 0.2043 -4.5261 4.5959
H: 2.6791 -4.3527 2.7962
H: 2.6988 -6.0400 3.5421
H: 0.2170 -6.2440 2.8505
H: 0.2932 -4.7042 2.0550
C: -5.9360 5.8711 1.5134
C: -5.8348 4.5402 1.8103
C: -6.9394 3.7588 2.1401
C: -8.2334 4.3803 2.2215
C: -8.2917 5.7887 2.0085
C: -7.1851 6.4928 1.6350
N: -9.4223 3.5495 2.4661
O: -10.5097 3.9236 2.1103
O: -9.1864 2.5019 3.1096
H: -5.0292 6.4036 1.2671
H: -4.8457 4.1079 1.8435
H: -6.7535 2.6983 2.2238
H: -9.2405 6.3034 1.9727
H: -7.2716 7.5672 1.5671
C: 1.4143 1.7908 3.7861
C: 1.0499 2.8647 4.6306
C: 0.2141 2.6051 5.7364
C: -0.2969 1.3527 6.0297
C: 0.0224 0.3338 5.1250
C: 0.8871 0.5334 4.0311
N: -1.1026 1.1564 7.2212
O: -1.3988 -0.0100 7.5199
O: -1.2371 2.1264 7.9730
H: 2.0576 1.9236 2.9288
H: 1.5413 3.8091 4.4488
H: -0.1487 3.4573 6.2918
H: -0.3371 -0.6516 5.3819
H: 1.1808 -0.2178 3.3128
C: -0.0608 -3.8584 -6.0160
C: -0.1934 -2.9650 -4.9571
C: 0.0078 -3.4248 -3.6605
C: 0.3085 -4.7917 -3.3827
C: 0.6022 -5.6429 -4.4450
C: 0.2837 -5.1730 -5.7602
N: 0.4541 -5.2745 -1.9946
O: 0.4427 -4.4875 -1.1013
O: 0.6763 -6.4879 -1.8958
H: -0.3534 -3.5296 -7.0023
H: -0.6087 -1.9806 -5.1148
H: -0.2296 -2.7822 -2.8256
H: 0.9595 -6.6594 -4.3703
H: 0.3049 -5.6383 -6.7346
C: 8.6461 1.8828 -2.0677
C: 7.8827 3.0405 -2.2208
C: 6.7128 3.1117 -1.4491
C: 6.3008 2.0528 -0.6475
C: 7.1027 0.8986 -0.5241
C: 8.2972 0.8223 -1.1894
N: 5.0251 2.0637 0.1687
O: 4.3112 3.0834 0.1861
O: 4.8519 1.2038 0.9492
H: 9.5875 1.9650 -2.5907
H: 8.1449 3.8611 -2.8721
H: 6.0329 3.9438 -1.5568
H: 6.8605 0.0055 0.0329
H: 8.9214 -0.0590 -1.1821
C: -4.3824 -3.4396 -0.8297
C: -4.3583 -2.6739 -1.9966
C: -4.6204 -1.3453 -1.8540
C: -4.8561 -0.7660 -0.5423
C: -4.7490 -1.6057 0.5847
C: -4.4364 -2.9637 0.4509
N: -5.1491 0.6372 -0.4230
O: -5.5948 1.2295 -1.3645
O: -4.9255 1.2636 0.6120
H: -4.0900 -4.4793 -0.8285
H: -4.0324 -3.1488 -2.9102
H: -4.5529 -0.7285 -2.7380
H: -4.8577 -1.1125 1.5393
H: -4.4103 -3.7133 1.2280
C: -4.8543 0.0497 6.9670
C: -4.7246 1.0207 8.0083
C: -4.1925 2.2725 7.6555
C: -3.9229 2.5895 6.3530
C: -4.1772 1.6303 5.3664
C: -4.5204 0.3606 5.6974
N: -3.3399 3.9563 6.0443
O: -3.1039 4.1553 4.8509
O: -2.9275 4.5927 7.0141
H: -5.2451 -0.9568 6.9423
H: -4.9703 0.7869 9.0336
H: -4.1151 3.0031 8.4472
H: -3.7990 1.9382 4.4027
H: -4.7093 -0.4593 5.0202
C: 2.9023 5.3302 -1.7917
C: 3.0486 6.3514 -2.6767
C: 1.9706 6.7683 -3.3974
C: 0.7208 6.1202 -3.2331
C: 0.6651 5.0546 -2.3587
C: 1.7957 4.5604 -1.7324
N: -0.4733 6.6973 -3.8959
O: -1.5956 6.5455 -3.4257
O: -0.2510 7.3977 -4.8729
H: 3.7850 4.9289 -1.3160
H: 3.9894 6.8791 -2.7291
H: 2.1287 7.6351 -4.0220
H: -0.2314 4.4606 -2.2597
H: 1.5967 3.7069 -1.1013
C: 7.1106 -2.1259 -2.8448
C: 7.5875 -2.7955 -1.7282
C: 6.8976 -2.9533 -0.5069
C: 5.6537 -2.3788 -0.3398
C: 5.1183 -1.6449 -1.4674
C: 5.8687 -1.5494 -2.6309
N: 4.8748 -2.6751 0.8693
O: 3.6952 -2.3151 0.9112
O: 5.3167 -3.3388 1.8171
H: 7.5855 -2.0574 -3.8124
H: 8.5755 -3.2315 -1.7389
H: 7.3052 -3.5398 0.3032
H: 4.0819 -1.3410 -1.4711
H: 5.2970 -1.0419 -3.3938
C: 7.6328 0.7777 -6.8524
C: 7.5455 0.5890 -5.5258
C: 6.4520 0.9611 -4.7218
C: 5.3280 1.5346 -5.3448
C: 5.4253 1.6822 -6.7473
C: 6.5242 1.3348 -7.5194
N: 4.1243 2.0239 -4.5464
O: 3.2683 2.6648 -5.1451
O: 4.2290 1.7983 -3.3414
H: 8.5218 0.4482 -7.3695
H: 8.4808 0.2747 -5.0866
H: 6.6038 0.8401 -3.6594
H: 4.6737 2.2231 -7.3032
H: 6.6203 1.6736 -8.5404
C: 3.3157 -2.1116 -6.5238
C: 4.2779 -2.8982 -5.9062
C: 5.4557 -3.2378 -6.6135
C: 5.6692 -2.8347 -7.8796
C: 4.6443 -2.0949 -8.5365
C: 3.5707 -1.6533 -7.7996
N: 6.9428 -3.1645 -8.6304
O: 7.6095 -4.0507 -8.1719
O: 7.1463 -2.4968 -9.6767
H: 2.4668 -1.8553 -5.9073
H: 4.0790 -3.2611 -4.9087
H: 6.1244 -3.9441 -6.1440
H: 4.7116 -1.8186 -9.5784
H: 2.8454 -1.0955 -8.3733
C: -3.5573 -10.5548 4.9155
C: -3.3097 -9.3096 5.4237
C: -3.2608 -8.1774 4.6322
C: -3.2677 -8.3684 3.2036
C: -3.4584 -9.6933 2.6920
C: -3.7193 -10.7500 3.5374
N: -3.0703 -7.2132 2.3102
O: -2.7584 -6.1319 2.8498
O: -3.4564 -7.2779 1.1974
H: -3.7720 -11.4306 5.5099
H: -3.2161 -9.3130 6.4997
H: -3.1299 -7.2001 5.0727
H: -3.3965 -9.8984 1.6334
H: -4.1686 -11.6447 3.1323
C: -3.3806 4.2785 -2.0495
C: -2.7618 3.1608 -1.5676
C: -2.4798 2.1619 -2.4822
C: -3.0427 2.1879 -3.7896
C: -3.8336 3.2938 -4.1505
C: -3.9941 4.3753 -3.2946
N: -2.7852 1.0163 -4.6718
O: -3.5061 0.8677 -5.6298
O: -2.0085 0.1970 -4.1763
H: -3.6077 4.9944 -1.2734
H: -2.3764 3.1638 -0.5586
H: -1.9636 1.3162 -2.0523
H: -4.2288 3.3521 -5.1539
H: -4.5288 5.2315 -3.6785
C: -2.8393 -3.2215 6.7897
C: -3.2088 -2.9580 5.5161
C: -4.1582 -3.7118 4.8917
C: -4.6972 -4.8754 5.5317
C: -4.3380 -5.1633 6.8237
C: -3.4001 -4.2997 7.5003
N: -5.8208 -5.7096 4.9272
O: -6.1250 -6.7190 5.5153
O: -6.3744 -5.2583 3.8816
H: -2.2509 -2.4839 7.3152
H: -2.6670 -2.1327 5.0782
H: -4.4511 -3.2878 3.9426
H: -4.7844 -5.9866 7.3614
H: -3.1763 -4.4047 8.5517
C: 0.9386 0.7614 -0.2569
C: 0.0929 1.4901 0.4454
C: -0.8122 0.8749 1.2579
C: -0.9043 -0.5065 1.2842
C: -0.1529 -1.2815 0.3953
C: 0.7503 -0.6229 -0.4563
N: -1.8014 -1.1925 2.1957
O: -1.7872 -2.4148 2.2330
O: -2.6305 -0.4988 2.8063
H: 1.6623 1.2417 -0.8988
H: 0.0176 2.5646 0.3665
H: -1.4837 1.4846 1.8442
H: -0.2271 -2.3465 0.2319
H: 1.3409 -1.2620 -1.0959
C: -0.2246 8.7852 -0.7548
C: -0.9556 7.6083 -0.4476
C: -0.4446 6.6318 0.3679
C: 0.7698 6.8193 0.9929
C: 1.4634 8.0711 0.7680
C: 0.9964 8.9697 -0.1318
N: 1.4730 5.7814 1.8538
O: 2.2135 6.1284 2.7696
O: 1.3454 4.6481 1.4485
H: -0.6530 9.4739 -1.4680
H: -1.9067 7.3709 -0.9008
H: -0.8865 5.6536 0.4878
H: 2.4460 8.0920 1.2158
H: 1.4811 9.9103 -0.3479


Model x:
The following is a quantum chemistry calculation of 16 unconnected molecules or ions with the total composition C92H79Br2N15O30, from the Open Molecules 2025 dataset.

Output
HOMO level: -9.2 eV
LUMO level: -1.68 eV
Frontier orbital gap: 7.54 eV

Atoms and positions in Å:
Br: 9.0012 -0.3595 -6.1444
C: 9.8673 -2.0681 -6.7693
C: 10.5446 -2.8349 -5.6373
Br: 9.2094 -3.4295 -4.2357
H: 10.5858 -1.8288 -7.5533
H: 9.0464 -2.6224 -7.2242
H: 11.1673 -2.1952 -5.0119
H: 11.1194 -3.7186 -5.9141
C: 25.7907 -0.1004 -6.2332
C: 25.3654 1.0493 -6.9284
C: 23.9923 1.2456 -7.1349
C: 23.0555 0.3537 -6.7043
C: 23.5240 -0.7229 -5.9871
C: 24.8252 -0.9503 -5.6760
N: 21.6248 0.5767 -6.9572
O: 20.8303 -0.1617 -6.3708
O: 21.2508 1.5521 -7.6204
H: 26.8631 -0.2094 -6.1673
H: 26.1195 1.7474 -7.2608
H: 23.6472 2.1034 -7.6929
H: 22.8598 -1.5258 -5.7032
H: 25.1150 -1.8742 -5.1976
C: 12.1119 -4.4764 -0.4163
C: 11.7090 -3.1980 -0.5858
C: 11.1396 -2.4915 0.4371
C: 11.0664 -3.0303 1.6937
C: 11.5951 -4.3279 1.9238
C: 12.0309 -5.0628 0.8544
N: 10.3628 -2.2619 2.7585
O: 9.7580 -2.9112 3.6378
O: 10.3385 -1.0320 2.6344
H: 12.5379 -5.0486 -1.2272
H: 11.7213 -2.7657 -1.5754
H: 10.6499 -1.5678 0.1661
H: 11.5887 -4.6885 2.9419
H: 12.2953 -6.0958 1.0261
C: 12.1093 2.4849 -0.8349
C: 11.7768 1.6098 0.1947
C: 11.5080 2.1118 1.4715
C: 11.3450 3.4694 1.7030
C: 11.4712 4.3365 0.6026
C: 11.9244 3.8482 -0.6292
N: 11.0206 3.9458 3.0744
O: 10.9926 5.1679 3.3267
O: 10.8351 3.0939 3.9024
H: 12.3913 2.2276 -1.8452
H: 11.8054 0.5388 0.0584
H: 11.2880 1.4616 2.3053
H: 11.2168 5.3861 0.6127
H: 11.8974 4.5170 -1.4767
C: 16.2086 1.6989 0.5874
C: 15.3128 2.5771 1.3007
C: 15.7368 3.9194 1.4781
C: 17.0510 4.3308 1.1327
C: 17.8943 3.4149 0.5427
C: 17.4973 2.1120 0.2986
N: 17.4780 5.7221 1.4000
O: 18.6451 6.0055 1.0813
O: 16.6611 6.5120 1.7134
H: 15.8214 0.7199 0.3464
H: 14.3409 2.2372 1.6266
H: 14.9847 4.5397 1.9427
H: 18.8146 3.7546 0.0911
H: 18.0903 1.3964 -0.2515
C: 15.7346 3.6462 -7.8247
C: 15.5032 4.2955 -6.6165
C: 14.3866 3.9635 -5.9142
C: 13.5206 3.0012 -6.4109
C: 13.7142 2.3679 -7.5828
C: 14.8092 2.6578 -8.2812
N: 12.4576 2.4960 -5.5130
O: 12.5127 2.8055 -4.3091
O: 11.6803 1.6165 -5.9436
H: 16.5595 3.8612 -8.4878
H: 16.2473 5.0206 -6.3215
H: 14.1934 4.4659 -4.9779
H: 12.9515 1.7086 -7.9700
H: 14.9625 2.2219 -9.2574
C: 24.1502 4.1052 3.6337
C: 22.8218 3.6570 3.9152
C: 22.1724 3.0651 2.8164
C: 22.7488 2.9632 1.5689
C: 24.0919 3.3971 1.3608
C: 24.7992 3.8980 2.4529
N: 22.0278 2.4587 0.3655
O: 22.6483 2.3038 -0.6794
O: 20.8656 2.2713 0.4291
H: 24.7448 4.5747 4.4033
H: 22.3071 3.8612 4.8425
H: 21.1651 2.7307 3.0161
H: 24.5069 3.4624 0.3659
H: 25.7830 4.3410 2.4058
C: 23.4235 5.6550 -6.7098
C: 22.1287 5.5462 -7.0340
C: 21.2398 4.8215 -6.2504
C: 21.6395 4.2214 -5.0796
C: 22.9849 4.2754 -4.7010
C: 23.8810 5.0243 -5.4907
N: 20.6428 3.4566 -4.2742
O: 19.4634 3.3930 -4.7083
O: 20.8589 3.0276 -3.1497
H: 24.0743 6.2918 -7.2906
H: 21.8190 5.7332 -8.0516
H: 20.2149 4.9298 -6.5734
H: 23.1682 3.7835 -3.7572
H: 24.9295 5.0971 -5.2423
C: 18.1292 -3.9532 -5.5239
C: 16.9816 -3.2117 -5.8553
C: 15.7690 -3.5209 -5.3027
C: 15.6624 -4.6364 -4.4064
C: 16.7942 -5.3284 -4.0910
C: 18.0414 -5.0160 -4.6438
N: 14.3199 -5.0910 -3.9424
O: 13.4569 -4.2386 -3.8802
O: 14.1720 -6.2314 -3.5526
H: 19.1290 -3.6963 -5.8415
H: 17.2045 -2.4703 -6.6083
H: 14.9254 -2.9045 -5.5761
H: 16.7002 -6.0673 -3.3090
H: 18.9142 -5.5039 -4.2356
C: 17.1884 -3.0828 -0.4503
C: 17.9901 -3.7277 0.4465
C: 17.4882 -4.4075 1.5951
C: 16.1472 -4.4542 1.7486
C: 15.3276 -3.8498 0.7992
C: 15.8364 -3.1897 -0.3115
N: 15.5760 -5.1042 2.9601
O: 14.4252 -4.9597 3.2090
O: 16.2646 -5.8074 3.7218
H: 17.6163 -2.5891 -1.3103
H: 19.0588 -3.7127 0.2916
H: 18.2017 -4.8811 2.2532
H: 14.2692 -3.8384 1.0137
H: 15.1488 -2.8054 -1.0503
C: 16.6218 -3.0402 -12.7660
C: 16.1548 -4.0501 -11.9246
C: 15.4241 -3.5055 -10.8419
C: 15.0767 -2.1906 -10.6763
C: 15.5424 -1.2711 -11.5955
C: 16.2689 -1.6786 -12.6874
N: 14.3863 -1.6838 -9.4221
O: 14.2586 -2.4834 -8.4815
O: 14.1343 -0.4877 -9.3593
H: 17.1672 -3.3908 -13.6297
H: 16.4808 -5.0671 -12.0850
H: 15.0742 -4.1252 -10.0296
H: 15.4148 -0.2740 -11.2008
H: 16.5956 -0.9733 -13.4372
C: 15.5479 4.5420 -2.3932
C: 16.8427 4.4068 -2.9433
C: 17.7595 5.4834 -2.8952
C: 17.4118 6.6918 -2.2118
C: 16.0865 6.7975 -1.6639
C: 15.2017 5.7304 -1.7326
N: 18.4136 7.8618 -2.1284
O: 17.8971 8.9581 -1.8470
O: 19.5657 7.6510 -2.5164
H: 14.7453 3.8206 -2.4351
H: 17.1697 3.5424 -3.5021
H: 18.7732 5.2965 -3.2176
H: 15.8021 7.7445 -1.2294
H: 14.1758 5.8944 -1.4378
C: 9.6148 1.9047 -2.6699
C: 9.3532 0.5231 -2.7711
C: 8.6541 -0.0743 -1.7472
C: 8.1801 0.6632 -0.6600
C: 8.1852 2.0530 -0.6829
C: 8.9172 2.6952 -1.7232
N: 7.4616 -0.1019 0.3943
O: 7.8916 -1.1067 0.8053
O: 6.4144 0.3029 0.9168
H: 10.2790 2.4462 -3.3271
H: 9.7502 0.0223 -3.6418
H: 8.4298 -1.1286 -1.8134
H: 7.7012 2.6540 0.0727
H: 9.1243 3.7307 -1.4967
C: 21.1097 3.7833 -12.7758
C: 20.8168 3.2032 -11.5217
C: 19.4848 2.8899 -11.1291
C: 18.4204 3.1392 -11.9991
C: 18.7628 3.7477 -13.1977
C: 20.0423 4.0988 -13.6190
N: 17.0959 2.6134 -11.6618
O: 16.8400 1.9873 -10.6054
O: 16.2122 2.9415 -12.4584
H: 22.1316 3.8810 -13.1116
H: 21.6281 2.8960 -10.8785
H: 19.3318 2.3880 -10.1851
H: 17.9420 3.9000 -13.8830
H: 20.2730 4.5673 -14.5643
C: 20.0294 -2.7432 -2.7220
C: 20.3053 -1.3866 -2.5694
C: 21.1287 -0.9624 -1.5242
C: 21.7779 -1.9205 -0.7202
C: 21.6009 -3.2602 -0.9149
C: 20.7598 -3.7164 -1.9926
N: 22.7267 -1.5444 0.3171
O: 22.4272 -0.5327 0.9356
O: 23.7209 -2.2015 0.5441
H: 19.5368 -3.0908 -3.6181
H: 19.8720 -0.6710 -3.2525
H: 21.4466 0.0698 -1.5174
H: 22.1263 -4.0166 -0.3508
H: 20.5011 -4.7645 -1.9622
C: 17.4336 0.8173 -5.2893
C: 17.5670 0.8270 -3.8920
C: 16.4682 0.5774 -3.0775
C: 15.2524 0.1840 -3.6316
C: 15.1911 0.0434 -5.0205
C: 16.3106 0.3189 -5.8610
N: 14.1062 -0.2526 -2.7280
O: 14.2395 -0.2007 -1.4971
O: 13.1372 -0.7808 -3.1842
H: 18.2570 1.0833 -5.9356
H: 18.4840 1.1470 -3.4197
H: 16.6666 0.6267 -2.0170
H: 14.1993 -0.1796 -5.3854
H: 16.2097 0.2463 -6.9338


Consider the structures shown above. The least stable of them is model w.